No. 1
# C2H11N2O

A 2-piece molecular cluster, C2H11N2O overall (ωB97M-V with the def2-TZVPD basis set, OMol25).

Geometry (Å):
O (0.29, 1.04, -2.22)
N (0.16, -1.36, 0.53)
N (-0.61, 0.30, 2.63)
C (-0.15, -0.72, -0.80)
C (0.36, 0.71, -0.86)
H (1.39, 0.76, -0.48)
H (-1.23, -0.74, -0.93)
H (-0.22, -0.74, 1.33)
H (-1.01, -0.11, 3.47)
H (0.20, 0.82, 2.93)
H (1.17, -1.47, 0.62)
H (0.36, -1.29, -1.58)
H (-1.28, 1.01, 2.34)
H (-0.27, 1.37, -0.26)
H (0.67, 1.91, -2.34)
H (-0.27, -2.29, 0.57)

**Total charge**: +1

Which charges does Löwdin predict for the atoms? In e, they are: O -0.030; N 0.148; N 0.045; C -0.132; C -0.271; H 0.129; H 0.140; H 0.084; H 0.064; H 0.061; H 0.165; H 0.140; H 0.060; H 0.119; H 0.110; H 0.166

---

No. 2
# C2H11N2O

A 2-piece molecular cluster, C2H11N2O overall (ωB97M-V with the def2-TZVPD basis set, OMol25).

Geometry (Å):
O (1.27, 2.37, -0.77)
N (-1.80, -1.24, -0.08)
N (0.00, 0.61, 1.03)
C (0.51, -0.43, -0.01)
C (-0.39, -1.62, -0.09)
H (-0.10, -2.08, -1.04)
H (-0.94, 0.29, 1.29)
H (0.61, 0.07, -0.96)
H (-0.06, 1.52, 0.57)
H (1.41, -0.74, 0.52)
H (2.19, 2.10, -0.64)
H (-1.86, -0.55, -0.83)
H (0.55, 0.65, 1.88)
H (-0.20, -2.39, 0.66)
H (-2.52, -1.86, -0.42)
H (1.33, 3.29, -1.08)

**Total charge**: +1

Which charges does Löwdin predict for the atoms? In e, they are: O -0.047; N -0.001; N 0.185; C -0.124; C -0.277; H 0.127; H 0.143; H 0.115; H 0.127; H 0.132; H 0.067; H 0.088; H 0.165; H 0.126; H 0.096; H 0.077

---

No. 3
# C2H11N2O

A 2-piece molecular cluster, C2H11N2O overall (ωB97M-V with the def2-TZVPD basis set, OMol25).

Geometry (Å):
O (0.58, 0.98, 0.98)
N (1.86, 0.34, -0.86)
N (-1.14, -1.25, 0.66)
C (0.84, 1.24, -0.39)
C (-2.04, -1.21, -0.52)
H (-1.60, -1.16, 1.57)
H (-2.40, -2.22, -0.71)
H (-0.44, -0.47, 0.67)
H (-2.88, -0.55, -0.39)
H (2.44, 0.74, -1.59)
H (-1.48, -0.96, -1.42)
H (-0.10, 1.01, -0.92)
H (-0.69, -2.16, 0.70)
H (1.03, 2.28, -0.62)
H (1.03, 1.62, 1.53)
H (2.46, -0.03, -0.16)

**Total charge**: +1

Which charges does Löwdin predict for the atoms? In e, they are: O -0.077; N 0.028; N 0.156; C -0.335; C -0.016; H 0.173; H 0.104; H 0.101; H 0.105; H 0.082; H 0.098; H 0.097; H 0.170; H 0.129; H 0.116; H 0.070

---

| no. | E_tot (eV) | LUMO energy (eV) |
| --- | --- | --- |
| 1 | -7273.9745 | -3.28 |
| 2 | -7273.5654 | -3.31 |
| 3 | -7273.3231 | -3.36 |